C54H124BN6 | ωB97M-V/def2-TZVPD

```
185
Properties=species:S:1:pos:R:3:forces:R:3:mulliken_charge:R:1
B 0.7497 0.6167 -0.0991 0.152 -0.214 -0.099 3.3060
H -0.0395 1.1442 -0.7680 -0.887 0.825 -0.872 -0.8950
H 1.7328 1.2251 0.0354 1.166 1.034 0.182 -0.5167
H 0.2775 0.4001 0.9415 -0.621 -0.384 1.369 -0.7078
H 1.0635 -0.3724 -0.6342 0.348 -1.487 -0.641 -1.1912
C 2.8113 2.9255 6.7317 0.802 -0.115 -1.015 -1.3781
C 2.0973 2.0693 5.6794 -0.446 0.169 -0.815 -0.2391
C 2.5368 0.6117 5.6553 -0.328 0.268 1.336 -0.7674
N 1.8909 -0.2716 4.6337 -0.582 -1.000 -0.650 0.6347
C 2.4434 -1.6780 4.8950 0.060 -0.145 -0.728 -1.0258
C 1.7828 -2.7511 4.0318 -0.376 0.062 -0.041 -0.0276
C 0.2967 -2.8007 4.3705 -0.432 0.102 -0.752 -0.7659
C -0.3065 -1.4452 4.0493 -0.850 1.324 0.199 1.8794
C 0.3799 -0.2838 4.7767 0.036 -0.428 0.604 -1.4061
C 2.2582 0.1899 3.2147 -0.540 -0.113 1.923 -0.6407
H 2.2519 3.8456 6.8706 0.059 -0.010 0.264 0.3746
H 3.7888 3.1861 6.3197 0.035 0.180 0.217 0.3488
H 3.0162 2.4238 7.6751 -0.409 -0.060 0.072 0.3591
H 2.2095 2.4585 4.6614 0.415 0.449 0.209 0.2921
H 1.0223 2.1985 5.8408 -0.043 -0.649 0.226 0.2779
H 2.2801 0.2285 6.6477 -0.092 -0.418 -0.186 0.4530
H 3.6096 0.4318 5.5715 0.063 0.470 -0.244 0.4251
H 2.2911 -1.8667 5.9548 0.137 -0.067 0.039 0.4207
H 3.5020 -1.6428 4.6425 0.095 0.190 0.354 0.5339
H 2.2767 -3.7215 4.0868 0.126 0.093 0.709 0.5600
H 1.9278 -2.5008 2.9759 -0.213 0.171 -0.021 -0.0839
H 0.0808 -3.0220 5.4176 0.446 0.014 0.135 0.4833
H -0.2666 -3.5664 3.8315 0.260 -0.076 -0.209 0.1460
H -1.3432 -1.4064 4.4027 0.018 -0.096 0.240 -0.7349
H -0.4519 -1.1216 3.0128 0.614 -0.697 -0.324 -0.6864
H 0.1467 -0.3692 5.8403 0.344 0.022 0.101 0.4963
H -0.0046 0.6827 4.4580 0.133 -0.007 -0.156 0.5772
H 1.9389 -0.5382 2.4794 0.206 -0.003 -0.022 -0.0980
H 3.3273 0.3459 3.3232 0.046 0.246 -0.800 0.3066
H 1.6509 1.0813 3.1034 0.511 0.262 -0.523 0.3519
C -3.0767 4.4556 -3.7972 0.123 -0.251 -0.530 -1.3032
C -2.1820 5.2097 -2.8414 -0.164 -0.296 1.231 -0.4771
C -1.4423 4.2517 -1.8990 -0.266 0.876 -0.372 -0.1404
N -0.4824 5.0014 -0.9967 1.238 0.222 -0.796 0.3856
C -1.0200 6.1406 -0.1267 -1.054 -1.437 0.114 -0.6043
C -2.0996 5.5969 0.8053 -0.041 1.280 0.974 -0.9526
C -1.5969 4.4861 1.7266 2.591 0.142 -0.845 -0.7326
C -0.7256 3.4453 0.9750 -2.089 -0.869 -1.277 1.7851
C 0.2184 4.0151 -0.0973 -0.008 0.842 2.326 -0.8879
C 0.5812 5.6223 -1.8658 1.069 -0.085 0.608 -1.2466
H -3.7372 5.1700 -4.2844 -0.073 -0.242 -0.186 0.4396
H -3.6733 3.6637 -3.3400 -0.164 0.338 0.364 0.3718
H -2.4880 3.9247 -4.5517 0.041 0.269 -0.161 0.2473
H -2.7901 5.8630 -2.2095 -0.096 0.052 -0.144 0.3177
H -1.4764 5.8570 -3.3560 -0.038 -0.098 -0.247 0.3916
H -0.8468 3.5511 -2.4881 0.244 0.002 0.214 -0.0514
H -2.1202 3.6589 -1.2908 -0.101 0.221 0.083 0.3766
H -1.3887 6.9328 -0.7707 0.034 -0.025 -0.066 0.4265
H -0.1930 6.5017 0.4809 0.240 -0.011 -0.275 0.5365
H -3.0676 5.4756 0.3202 0.122 -0.521 -0.185 0.2334
H -2.2645 6.4386 1.4877 -0.314 0.088 -0.153 0.5401
H -2.3361 4.0775 2.4068 -0.095 -0.152 -0.179 0.5383
H -0.7714 4.9061 2.3171 -0.697 0.654 0.606 0.3511
H -1.4194 2.7905 0.4345 0.205 -0.340 0.103 -1.2857
H -0.1980 2.7869 1.6615 0.287 0.118 -0.116 0.0208
H 0.7814 3.2270 -0.5897 -0.404 0.045 -0.525 -0.0568
H 0.9331 4.6251 0.4653 0.238 0.030 -0.294 0.4437
H 1.3936 5.9291 -1.2035 -0.004 -0.223 0.062 0.4900
H 0.3376 6.5491 -2.3775 -0.757 -0.306 -0.136 0.4229
H 0.9651 4.8542 -2.5328 -0.085 0.126 -0.182 0.4683
C -2.6609 0.7299 -2.3202 0.318 -1.576 0.885 -0.7853
C -1.5032 0.0062 -3.0198 0.689 1.904 -1.046 1.9685
C -1.9377 -0.7255 -4.2827 -1.184 -0.103 0.623 -1.7617
N -0.8787 -1.0583 -5.2849 0.506 -0.935 0.332 0.3811
C -0.0591 0.0826 -5.8528 -0.178 0.291 -1.329 -0.4734
C -0.9804 1.0897 -6.5639 -0.759 -1.039 0.806 -0.2064
C -1.7367 0.4144 -7.7135 0.900 0.124 -0.253 -0.8082
C -2.3687 -0.9096 -7.3226 -0.314 0.671 -0.723 -0.6647
C -1.4765 -1.7831 -6.4884 -0.695 -0.896 0.815 -0.5741
C 0.0584 -2.0336 -4.6054 -0.148 0.390 -0.603 -1.2826
H -2.2287 1.2225 -1.4489 -0.099 0.094 0.012 -0.5737
H -3.3201 -0.0598 -1.9466 -0.538 0.464 0.006 0.5298
H -3.1843 1.4648 -2.9244 -0.013 -0.209 -0.243 0.2522
H -0.8645 -0.5953 -2.3740 -0.422 -0.112 0.314 -0.8914
H -0.8676 0.8733 -3.2543 0.386 -0.388 -0.470 -0.2393
H -2.8016 -0.2595 -4.7570 0.452 0.492 -0.246 0.4588
H -2.3938 -1.6678 -3.9610 0.361 -0.266 -0.228 0.3991
H 0.6346 0.5312 -5.1458 -0.344 -0.152 0.434 0.2080
H 0.5344 -0.3949 -6.6366 0.257 -0.089 0.206 0.5785
H -1.7332 1.3225 -5.8024 0.111 0.829 -0.122 -0.0523
H -0.4433 1.9681 -6.9083 0.052 0.063 0.220 0.4669
H -2.5026 1.0854 -8.0977 0.075 0.003 -0.096 0.3601
H -1.0315 0.2037 -8.5241 0.000 0.275 -0.048 0.3387
H -3.3447 -0.6915 -6.8829 0.110 -0.429 0.380 0.3621
H -2.5902 -1.4075 -8.2685 -0.059 -0.365 0.226 0.4267
H -2.0460 -2.6236 -6.0806 -0.108 0.133 0.145 0.3825
H -0.6479 -2.2858 -6.9866 0.103 0.580 -0.408 0.4739
H 0.5939 -1.4680 -3.8475 0.313 -0.202 -0.066 0.2365
H 0.6699 -2.4569 -5.3989 0.466 0.191 0.256 0.6828
H -0.4781 -2.8650 -4.1522 -0.343 0.206 -0.023 0.3626
C 7.3964 -2.9874 -2.6738 0.537 0.304 0.644 -1.5074
C 6.1807 -2.0963 -2.9074 -1.176 -0.656 0.117 0.1063
C 6.2039 -0.8031 -2.0926 1.226 0.191 -1.267 -0.7124
N 5.0889 0.2164 -2.3240 -0.586 -2.100 0.049 0.5509
C 5.0428 0.6290 -3.8150 -0.494 0.400 1.007 -0.6056
C 4.0614 1.8013 -3.9703 0.395 0.504 0.746 0.0237
C 4.4621 2.9425 -3.0380 0.243 0.481 -0.765 -1.2092
C 4.4226 2.5110 -1.5923 -0.909 0.776 0.293 0.6353
C 5.3245 1.3374 -1.3290 -0.081 0.381 -0.320 -0.9454
C 3.8160 -0.5249 -1.9803 -0.144 0.852 -0.293 -1.3096
H 7.4408 -3.4403 -1.6804 -0.208 0.295 0.139 0.3693
H 8.2950 -2.3750 -2.7704 0.153 -0.266 -0.177 0.3845
H 7.4592 -3.8416 -3.3441 -0.141 0.278 -0.350 0.4194
H 5.2836 -2.6425 -2.5919 0.073 -0.213 -0.235 -0.0804
H 6.0893 -1.9405 -3.9840 -0.002 0.332 0.068 0.3214
H 7.1016 -0.2742 -2.4212 0.151 0.100 0.499 0.6622
H 6.2686 -1.0524 -1.0356 -0.136 0.325 0.099 0.3310
H 6.0953 0.8112 -4.0212 -0.145 0.476 -0.540 0.4817
H 4.6815 -0.2111 -4.4032 0.278 -0.266 0.239 0.4049
H 4.0003 2.1947 -4.9829 0.182 -0.419 -0.178 0.5234
H 3.0545 1.5215 -3.6463 -0.026 -0.396 -0.380 -0.3560
H 5.4389 3.2981 -3.3811 0.138 0.038 0.401 0.3338
H 3.7924 3.7921 -3.1852 -0.046 -0.053 0.004 0.5359
H 4.6386 3.3525 -0.9287 0.690 -0.145 -0.049 0.4799
H 3.3709 2.3561 -1.3172 0.066 -0.706 -0.108 -0.6647
H 6.3586 1.6727 -1.4157 0.087 -0.259 -0.225 0.4252
H 5.1997 0.9215 -0.3308 -0.060 -0.149 -0.073 0.4706
H 3.7197 -1.4167 -2.5936 0.377 -0.073 0.141 0.4231
H 2.9496 0.0821 -2.2290 0.053 0.205 0.500 -0.0044
H 3.8628 -0.7352 -0.9161 -0.296 -0.159 -0.029 0.2885
C -2.9030 0.9028 1.8233 -0.539 1.559 1.254 -0.7824
C -3.9917 0.0313 2.4369 -0.643 -0.632 -0.322 0.4475
C -4.4700 0.5531 3.7819 -0.158 0.674 0.157 -1.1306
N -5.7030 -0.1118 4.3626 -0.097 -0.292 0.759 0.1503
C -5.3507 -1.4857 4.9090 0.305 -0.329 -0.988 -0.7555
C -4.4380 -1.4935 6.1167 0.148 0.018 0.316 0.1999
C -4.9651 -0.5996 7.2465 0.481 -1.253 0.303 -0.9603
C -5.3363 0.7707 6.7527 -0.554 -0.211 -0.119 -0.4359
C -6.2622 0.6953 5.5322 0.623 0.034 0.259 -0.6319
C -6.8164 -0.2860 3.3489 1.010 -0.565 0.478 -1.0036
H -3.2741 1.9375 1.8225 -0.352 -0.089 -0.387 0.5339
H -2.5936 0.7077 0.8033 0.220 -0.552 0.160 0.0274
H -2.0863 1.0683 2.5346 0.478 -0.741 -0.383 -0.0623
H -3.6831 -1.0139 2.5273 0.163 0.022 -0.016 -0.3968
H -4.8752 0.0224 1.7932 0.250 -0.011 -0.271 0.5345
H -4.7396 1.6070 3.6769 -0.065 0.007 -0.042 0.4055
H -3.6809 0.5260 4.5326 -0.116 -0.178 0.071 0.2951
H -4.9142 -1.9866 4.0411 0.169 -0.174 0.214 0.4557
H -6.2734 -2.0353 5.0985 -0.174 0.356 0.220 0.4766
H -3.3993 -1.2383 5.8876 -0.075 0.251 -0.335 -0.4657
H -4.3645 -2.5323 6.4451 -0.183 0.001 0.059 0.5444
H -4.2053 -0.5333 8.0274 0.044 0.120 -0.079 0.4189
H -5.7786 -1.1313 7.7477 -0.311 0.275 -0.217 0.3542
H -4.4210 1.3435 6.6011 -0.243 0.346 -0.121 0.2556
H -5.9583 1.2164 7.5307 0.290 0.499 -0.070 0.4006
H -6.5184 1.6853 5.1612 -0.159 -0.047 -0.085 0.4224
H -7.1475 0.1470 5.8505 -0.184 0.163 -0.181 0.4802
H -7.6917 -0.6224 3.8968 -0.197 0.434 -0.073 0.4273
H -6.5190 -1.1246 2.7216 -0.073 0.247 -0.332 0.4519
H -6.9239 0.6417 2.7979 -0.341 -0.026 -0.007 0.3536
C 2.8237 -5.0172 -3.6316 0.041 0.819 0.125 -1.2738
C 2.5046 -4.5432 -2.2107 -0.467 -0.585 0.171 0.7149
C 1.2276 -5.2382 -1.7488 -0.151 -0.013 1.348 -0.8125
N 0.6871 -4.7254 -0.4072 -1.472 0.919 -0.223 0.3271
C 0.2791 -3.2519 -0.6372 0.039 -0.055 1.062 -0.5041
C -0.4558 -2.6653 0.5480 -0.688 0.543 0.568 1.3441
C -1.7288 -3.4504 0.8371 -0.659 0.246 -0.537 -0.5739
C -1.4850 -4.9462 1.0294 0.436 0.377 -0.193 -1.0849
C -0.6206 -5.4908 -0.1261 0.081 -0.055 0.010 -0.6723
C 1.6072 -4.7736 0.7703 -0.147 -0.295 -0.596 -0.8451
H 2.2227 -4.3923 -4.2951 0.075 -0.208 -0.308 0.2647
H 2.5793 -6.0564 -3.8355 0.196 -0.084 0.158 0.3838
H 3.8732 -4.8105 -3.8340 -0.031 -0.244 -0.254 0.3549
H 2.3385 -3.4660 -2.2243 0.019 0.053 -0.068 -0.4242
H 3.3254 -4.7082 -1.5106 -0.007 -0.304 -0.062 0.4304
H 1.2877 -6.3152 -1.5860 0.554 -0.029 -0.300 0.5444
H 0.3842 -5.0882 -2.4226 0.200 0.114 -0.243 0.2356
H -0.3919 -3.2643 -1.4942 0.229 0.060 -0.231 -0.0268
H 1.1663 -2.6407 -0.7738 0.069 -0.199 -0.455 0.2437
H -0.7092 -1.6114 0.3952 -0.006 -0.120 -0.826 -0.7929
H 0.1969 -2.4825 1.4065 0.116 -0.776 0.117 -0.4368
H -2.4087 -3.3312 -0.0193 0.408 -0.196 -0.450 0.4870
H -2.3963 -2.9657 1.5542 0.590 -0.309 0.795 -0.0396
H -2.4431 -5.4633 1.0058 0.121 -0.260 -0.012 0.5477
H -1.0231 -5.1603 1.9935 -0.007 -0.061 0.043 0.1991
H -1.1808 -5.4391 -1.0597 -0.047 0.084 -0.003 0.4680
H -0.3444 -6.5362 0.0049 0.042 0.002 0.189 0.5231
H 1.0041 -4.5012 1.6299 0.345 0.371 0.058 0.2850
H 2.4060 -4.0821 0.5161 0.119 0.044 0.567 0.3093
H 2.0032 -5.7662 0.9799 -0.047 -0.129 -0.482 0.3710
```
Forces are in eV/Å.

## Properties
F_max: 0.0531 Eh/bohr
Energy relative to the best compared isomer or geometry (same formula, charge and spin): 6.4 kcal/mol
HOMO level: -0.7097 Eh
Total energy: -2483.480057 a.u.
Charge: +5
LUMO level: -9.18 eV
Gap between HOMO and LUMO: 0.3722 Ha


C15H39O15S4V | ωB97M-V/def2-TZVPD

```
74
Properties=species:S:1:pos:R:3:forces:R:3:mulliken_charge:R:1
O -0.3139 0.5303 -1.5565 0.034 -1.044 -2.401 -0.8202
V 0.0023 0.9351 -0.0296 0.575 -3.523 0.329 1.3938
O -0.8758 2.1294 0.4333 -2.573 2.970 1.771 -0.6303
C -0.8596 -2.0895 2.8192 -0.305 -0.521 0.788 -1.1028
C -1.3875 -2.1607 1.3844 0.553 2.028 0.293 0.6168
C -2.8966 -2.4955 1.3172 0.691 -0.341 -0.301 -1.3071
O -1.0920 -0.9785 0.7279 0.027 0.399 -0.361 0.0141
H -1.0818 -3.0101 3.3589 -0.247 -0.351 0.215 0.4713
H -1.3114 -1.2785 3.3905 -0.172 0.186 -0.158 -0.1463
H 0.2185 -1.9782 2.9345 0.109 0.226 -0.592 0.1879
H -0.8290 -2.9897 0.9497 0.090 -0.806 -0.513 -0.0456
H -3.0853 -3.4929 1.7144 -0.124 -0.129 0.290 0.4665
H -3.2013 -2.5268 0.2711 0.004 0.144 0.031 0.1200
H -3.5247 -1.7675 1.8305 0.130 0.061 0.181 0.2047
O 1.6162 0.3935 3.9311 0.007 1.796 -0.689 -0.6788
S 1.2870 1.6284 3.2184 -1.766 -1.220 2.642 0.7772
O 1.4605 1.7041 1.8084 0.711 0.322 0.257 -0.3599
O -0.2830 1.9307 3.4514 1.594 -0.419 -0.376 -0.0935
C -0.8747 1.9134 4.8003 0.975 0.865 -1.724 -0.3639
C -2.1913 1.2090 4.6254 -0.195 -0.503 0.519 -1.0039
C 2.0403 3.0823 4.0983 -0.209 -1.081 -0.614 -1.0824
H -0.8569 2.9894 4.9737 -0.601 -0.100 0.874 0.3582
H -0.2205 1.3659 5.4788 0.062 0.195 0.026 0.3242
H -2.3867 0.9584 3.5828 0.314 0.045 -0.015 0.0776
H -3.0790 1.7322 4.9808 0.231 0.087 0.316 0.3361
H -2.0071 0.2925 5.1860 -0.915 -0.290 -0.158 0.3419
H 2.0233 3.8301 3.3055 0.418 0.229 0.398 0.3057
H 3.0003 2.7832 4.5191 0.289 0.060 -0.791 0.3462
H 1.5007 3.3861 4.9954 -0.673 -0.158 -0.414 0.3987
O -5.2701 0.8156 -2.3608 -0.286 -1.232 0.629 -0.6523
S -5.2892 -0.0490 -1.1864 2.578 1.744 -0.627 1.1373
O -6.5540 -0.3391 -0.5695 0.500 -1.030 -0.455 -0.6287
O -4.4099 -1.4249 -1.5090 -1.905 0.682 0.733 -0.3446
C -3.1844 -1.4012 -2.2910 -0.388 0.485 -1.104 -0.0101
C -2.8539 -2.7792 -2.8873 0.451 0.696 0.956 -1.3683
C -4.2565 0.7729 0.0745 -0.490 -0.421 -1.129 -0.4323
H -2.3665 -0.9563 -1.7241 0.125 -0.243 0.339 0.0911
H -3.3619 -0.7537 -3.1497 -0.069 0.272 0.071 0.5463
H -3.5934 -3.1794 -3.5809 -0.080 0.128 0.174 0.3550
H -2.5893 -3.4980 -2.1118 -0.292 -0.154 0.035 0.2932
H -1.9208 -2.5778 -3.4136 0.033 -0.138 -0.301 0.3805
H -4.8590 1.6081 0.4317 -0.324 -0.498 0.511 0.4751
H -3.4006 1.2810 -0.3698 0.360 -0.680 -0.202 0.1620
H -3.9913 -0.0473 0.7416 0.135 0.646 0.358 -0.2050
O 1.9296 -0.4272 0.1050 2.462 -2.067 -0.723 -0.0035
S 2.6940 -1.4888 -0.5527 -1.875 -1.716 0.508 0.9813
O 3.7724 -1.2083 -1.4872 -0.928 0.117 1.021 -0.6893
O 3.2655 -2.6164 0.5926 0.453 1.460 -0.063 -0.2662
C 4.4837 -3.3545 0.3158 -0.285 -0.078 -2.714 -0.2471
C 4.3393 -4.8206 0.6119 -0.014 0.663 2.394 -1.1712
C 1.5269 -2.7777 -1.2868 0.719 0.988 0.041 -0.4778
H 5.3850 -2.9007 0.7281 -0.321 0.127 0.256 0.3835
H 4.5947 -3.4508 -0.7642 0.326 1.222 -0.331 0.2375
H 4.2232 -4.7800 1.6949 -0.659 -1.043 0.243 0.2817
H 5.2900 -5.3375 0.4814 -0.113 0.000 -0.530 0.3849
H 3.4935 -5.2673 0.0892 0.215 -0.081 0.179 0.2782
H 1.7182 -3.7082 -0.7523 0.173 0.226 -0.184 0.2651
H 1.8499 -2.8069 -2.3275 -0.272 -0.178 0.019 0.3646
H 0.4727 -2.5254 -1.1725 0.144 0.640 0.063 -0.1205
O 2.2506 4.7163 -1.6856 0.167 -1.642 -0.511 -0.7167
S 1.9456 3.3149 -1.9802 -0.839 0.773 1.817 0.8468
O 1.3479 2.5458 -0.8738 1.811 1.727 -3.031 -0.3763
O 0.9437 3.3827 -3.2785 1.151 -0.486 0.754 -0.0824
C 1.4677 4.0815 -4.4332 0.139 0.511 -0.728 -0.1217
C 0.4747 3.9327 -5.5669 -0.653 -0.783 0.131 -1.2941
C 3.5104 2.5020 -2.5498 -0.913 0.511 0.229 -0.7186
H 2.4163 3.6581 -4.7633 0.009 -0.277 0.209 0.2412
H 1.6643 5.1403 -4.2648 -0.108 -0.051 0.665 0.3094
H 0.0645 2.9290 -5.4558 -0.226 -0.045 -0.168 0.3411
H 0.9058 3.9700 -6.5674 0.353 0.208 0.172 0.3635
H -0.3601 4.6328 -5.5365 0.110 0.035 0.224 0.3048
H 3.7107 2.7601 -3.5897 -0.151 -0.117 0.127 0.3827
H 3.4544 1.4256 -2.3879 -0.133 0.136 0.012 0.0916
H 4.2746 2.9802 -1.9369 -0.125 -0.164 0.112 0.3219
```
Forces are in eV/Å.

## Properties
F_max: 0.0838 Eh/bohr
HOMO level (alpha / beta): -0.0862 / -0.1397 Eh
Total energy: -4260.166454 a.u.
Charge: -1
2S+1: 2
LUMO level (alpha / beta): 2.15 / 2.15 eV
Gap between HOMO and LUMO (alpha / beta): 0.1654 / 0.2188 Ha